{"formula": "C5H14NS", "method": "ωB97M-V/def2-TZVPD", "elements": ["C", "C", "C", "C", "C", "N", "S", "H", "H", "H", "H", "H", "H", "H", "H", "H", "H", "H", "H", "H", "H"], "coordinates": [[-2.21117, 1.34443, -0.49743], [4.15736, 0.74069, 0.04806], [-4.16687, -0.52497, -1.07766], [-3.22341, 0.14364, 1.53949], [4.89082, -1.54805, -0.23814], [4.10315, -0.69382, 0.37637], [-2.60001, -0.28312, -0.17522], [-1.40969, 1.45203, -1.21718], [-2.86242, 2.19455, -0.35845], [4.99201, 1.18523, 0.60914], [4.48724, 0.84797, -0.99050], [3.14438, 1.28674, 0.18751], [-3.95583, -0.25319, -2.11456], [-4.99138, 0.14527, -0.82141], [-4.47759, -1.62670, -1.04224], [-2.30682, 0.38520, 2.11827], [-3.65511, -0.70805, 1.98876], [-3.88829, 0.92623, 1.33126], [5.09453, -2.52584, 0.27567], [4.81435, -1.51355, -1.35674], [4.06475, -0.97468, 1.41497]], "nbo_charge": [-1.1055, -0.4508, -0.8138, -0.6973, 0.1361, -0.3878, 0.8225, 0.2028, 0.2151, 0.2550, 0.2391, 0.2757, 0.2472, 0.2366, 0.2205, 0.2394, 0.2078, 0.2265, 0.2438, 0.2437, 0.4435], "e_above_lowest_kj_mol": 536.49, "orbital_gap_ev": 2.4090, "charge": 1, "homo_ev": -8.6751}